No. 1
{"formula": "C32H20Cl2CrN6O4", "method": "wB97M-V/def2-TZVPD", "symbols": ["Cr", "Cl", "C", "C", "C", "N", "C", "O", "C", "C", "C", "C", "C", "N", "C", "C", "C", "Cl", "N", "C", "O", "C", "C", "C", "C", "C", "N", "H", "H", "H", "H", "H", "H", "H", "H", "H", "H", "O", "C", "C", "C", "C", "C", "C", "C", "N", "N", "C", "O", "C", "C", "C", "C", "C", "C", "H", "H", "H", "H", "H", "H", "H", "H", "H", "H"], "positions_angstrom": [[-0.57, -0.11, -0.05], [-2.34, -6.72, -0.73], [-2.39, -4.98, -0.75], [-1.30, -4.28, -0.26], [-1.29, -2.89, -0.24], [-0.24, -2.12, 0.28], [0.45, -2.67, 1.32], [0.09, -3.61, 2.02], [1.83, -2.13, 1.58], [2.33, -2.18, 2.88], [3.64, -1.79, 3.10], [4.41, -1.40, 2.02], [3.84, -1.42, 0.76], [2.58, -1.78, 0.53], [-2.38, -2.21, -0.82], [-3.48, -2.92, -1.30], [-3.49, -4.30, -1.24], [-4.89, -5.16, -1.81], [-2.23, -0.82, -0.86], [-3.10, 0.00, -1.46], [-4.17, -0.24, -2.01], [-2.58, 1.41, -1.44], [-3.19, 2.39, -2.21], [-2.65, 3.66, -2.24], [-1.50, 3.90, -1.50], [-0.96, 2.87, -0.75], [-1.48, 1.65, -0.71], [-0.46, -4.83, 0.13], [1.68, -2.51, 3.68], [4.04, -1.78, 4.11], [5.44, -1.10, 2.15], [4.40, -1.13, -0.12], [-4.33, -2.39, -1.70], [-4.07, 2.11, -2.77], [-3.10, 4.45, -2.83], [-1.03, 4.87, -1.50], [-0.07, 3.04, -0.16], [-1.29, -0.05, 1.76], [-0.69, 0.21, 2.88], [-1.28, -0.18, 4.10], [-0.69, 0.11, 5.31], [0.52, 0.81, 5.37], [1.12, 1.20, 4.20], [0.56, 0.90, 2.95], [1.30, 1.26, 1.78], [1.02, 0.88, 0.58], [1.89, 1.30, -0.41], [1.50, 0.83, -1.57], [0.45, 0.09, -1.73], [2.27, 1.24, -2.76], [1.69, 1.14, -4.02], [2.37, 1.56, -5.15], [3.66, 2.08, -5.02], [4.25, 2.17, -3.77], [3.56, 1.76, -2.64], [-2.21, -0.74, 4.05], [-1.17, -0.22, 6.23], [0.97, 1.05, 6.33], [2.08, 1.71, 4.22], [2.19, 1.87, 1.92], [0.69, 0.72, -4.09], [1.91, 1.50, -6.12], [4.20, 2.40, -5.91], [5.25, 2.57, -3.68], [4.00, 1.83, -1.66]], "e_lumo_ev": [2.4, 2.1], "total_charge": -1, "e_homo_ev": [-4.4104, -4.5512], "orbital_gap_ev": [6.7851, 6.6672], "multiplicity": 4}

***

No. 2
{"formula": "C32H21BrF5N3O2RuS", "method": "wB97M-V/def2-TZVPD", "symbols": ["Ru", "C", "C", "C", "C", "C", "C", "C", "H", "H", "H", "H", "H", "H", "H", "H", "F", "C", "C", "F", "C", "F", "C", "S", "C", "F", "C", "F", "Br", "C", "C", "C", "C", "C", "C", "C", "O", "O", "H", "H", "H", "H", "N", "C", "C", "C", "C", "C", "C", "N", "C", "C", "C", "C", "N", "C", "C", "H", "H", "H", "H", "H", "H", "H", "H", "H"], "positions_angstrom": [[-0.48, -0.51, -0.09], [-1.84, 3.31, -0.54], [-2.24, 1.92, -0.14], [-2.34, 0.92, -1.11], [-2.79, -0.37, -0.77], [-3.12, -0.66, 0.56], [-3.08, 0.35, 1.52], [-2.63, 1.62, 1.17], [-0.87, 3.31, -1.07], [-1.76, 3.96, 0.32], [-2.58, 3.73, -1.22], [-2.14, 1.15, -2.16], [-2.96, -1.12, -1.54], [-3.49, -1.64, 0.82], [-3.38, 0.14, 2.54], [-2.59, 2.40, 1.92], [4.50, -5.67, 0.84], [3.41, -4.99, 0.55], [3.32, -3.64, 0.88], [4.34, -3.04, 1.49], [2.17, -2.93, 0.58], [2.14, -1.64, 0.93], [1.08, -3.52, -0.05], [-0.42, -2.74, -0.52], [1.20, -4.88, -0.37], [0.18, -5.50, -0.97], [2.34, -5.61, -0.08], [2.41, -6.90, -0.40], [-0.86, -2.58, -5.36], [-0.33, -0.80, -5.01], [-0.34, 0.14, -6.04], [0.05, 1.45, -5.77], [0.42, 1.82, -4.49], [0.42, 0.87, -3.47], [0.06, -0.45, -3.73], [0.77, 1.31, -2.08], [0.89, 2.46, -1.75], [0.92, 0.30, -1.22], [-0.63, -0.15, -7.04], [0.06, 2.18, -6.57], [0.71, 2.83, -4.26], [0.09, -1.20, -2.95], [0.98, -0.66, 6.95], [1.46, -0.07, 8.09], [1.60, -0.52, 9.40], [2.14, 0.37, 10.30], [2.53, 1.67, 9.92], [2.40, 2.11, 8.62], [1.85, 1.23, 7.69], [1.61, 1.40, 6.35], [1.10, 0.27, 5.94], [0.69, 0.04, 4.56], [0.99, 1.01, 3.60], [0.61, 0.81, 2.30], [-0.05, -0.29, 1.90], [-0.34, -1.24, 2.81], [0.01, -1.11, 4.14], [0.63, -1.60, 6.87], [1.30, -1.51, 9.70], [2.27, 0.07, 11.33], [2.95, 2.33, 10.67], [2.70, 3.11, 8.32], [1.52, 1.91, 3.89], [0.84, 1.53, 1.52], [-0.87, -2.11, 2.45], [-0.25, -1.90, 4.82]], "e_lumo_ev": [-4.9, -4.8], "total_charge": 1, "e_homo_ev": [-10.9866, -10.9986], "orbital_gap_ev": [6.0922, 6.2343], "multiplicity": 2, "relative_energy_kcal_mol": 45.4}

***

No. 3
{"formula": "C32H21ClN8O2ReS2", "method": "wB97M-V/def2-TZVPD", "symbols": ["Re", "S", "C", "N", "N", "C", "C", "C", "C", "C", "C", "N", "N", "C", "C", "C", "C", "C", "C", "H", "H", "H", "H", "H", "H", "H", "H", "H", "H", "H", "Cl", "C", "C", "C", "C", "O", "C", "C", "O", "C", "H", "H", "H", "H", "S", "N", "C", "C", "C", "C", "C", "N", "C", "C", "N", "C", "C", "C", "C", "C", "N", "H", "H", "H", "H", "H", "H"], "positions_angstrom": [[0.22, 0.12, 0.84], [-1.38, 1.86, 0.44], [-2.74, 0.75, 0.26], [-3.90, 1.33, 0.03], [-5.07, 0.78, 0.07], [-5.58, -0.32, 0.77], [-4.86, -1.04, 1.73], [-5.47, -2.06, 2.42], [-6.79, -2.40, 2.15], [-7.51, -1.69, 1.20], [-6.91, -0.65, 0.52], [-2.56, -0.57, 0.16], [-1.34, -1.01, 0.17], [-1.19, -2.39, -0.04], [0.07, -2.86, -0.72], [0.37, -4.38, -0.58], [-0.70, -5.22, 0.04], [-1.88, -4.70, 0.39], [-2.13, -3.27, 0.37], [-5.77, 1.35, -0.39], [-3.84, -0.77, 1.96], [-4.92, -2.60, 3.18], [-7.26, -3.22, 2.69], [-8.55, -1.94, 1.00], [-7.48, -0.08, -0.21], [0.06, -2.49, -1.75], [0.63, -4.83, -1.54], [-0.50, -6.28, 0.15], [-2.67, -5.34, 0.78], [-3.06, -2.90, 0.77], [6.28, 3.01, -2.25], [4.80, 2.26, -1.81], [4.03, 1.60, -2.78], [2.85, 1.00, -2.46], [2.34, 1.02, -1.14], [1.19, 0.45, -0.90], [3.13, 1.69, -0.15], [2.73, 1.78, 1.20], [1.69, 1.29, 1.73], [4.35, 2.30, -0.52], [4.39, 1.57, -3.80], [2.25, 0.50, -3.21], [3.40, 2.33, 1.87], [4.93, 2.81, 0.24], [1.51, -4.97, 6.21], [0.73, -3.56, 6.27], [0.67, -3.10, 5.04], [0.04, -1.85, 4.64], [-0.71, -1.04, 5.49], [-1.25, 0.13, 4.99], [-1.05, 0.46, 3.66], [-0.34, -0.31, 2.83], [0.21, -1.45, 3.32], [0.92, -2.26, 2.35], [1.10, -1.72, 1.18], [1.40, -2.54, 0.03], [1.65, -4.06, 0.26], [1.67, -4.47, 1.68], [1.33, -3.62, 2.67], [1.29, -3.96, 4.09], [1.80, -5.04, 4.63], [-0.87, -1.34, 6.52], [-1.83, 0.79, 5.61], [-1.46, 1.37, 3.24], [2.15, -2.05, -0.59], [2.56, -4.42, -0.23], [1.97, -5.48, 1.93]], "e_lumo_ev": [-7.1, -7.7], "total_charge": 2, "e_homo_ev": [-12.8919, -13.2906], "orbital_gap_ev": [5.7835, 5.5651], "multiplicity": 4, "relative_energy_kcal_mol": 54.5}

***

No. 4
{"formula": "C32H22BrN5NdO7S", "method": "wB97M-V/def2-TZVPD", "symbols": ["Nd", "Br", "C", "C", "C", "C", "O", "C", "C", "N", "C", "C", "C", "C", "C", "C", "C", "C", "N", "C", "C", "H", "H", "H", "H", "H", "H", "H", "H", "H", "H", "O", "C", "O", "C", "C", "C", "N", "C", "C", "C", "O", "O", "H", "H", "H", "N", "C", "C", "O", "O", "H", "H", "H", "H", "S", "C", "N", "C", "C", "C", "C", "C", "C", "H", "H", "H", "H", "H"], "positions_angstrom": [[-0.55, 0.45, 0.09], [-3.80, 5.80, -4.36], [-3.56, 4.44, -3.11], [-3.67, 4.80, -1.70], [-3.26, 3.91, -0.74], [-2.84, 2.59, -1.12], [-2.26, 1.93, -0.15], [-3.09, 2.15, -2.47], [-2.88, 0.73, -2.79], [-1.90, 0.02, -2.20], [-1.48, -1.23, -2.73], [-1.09, -1.53, -3.97], [-0.74, -2.90, -4.35], [-0.65, -3.86, -3.38], [-0.87, -3.54, -2.02], [-0.95, -4.47, -1.02], [-1.70, -4.20, 0.15], [-1.99, -2.87, 0.38], [-1.63, -1.83, -0.38], [-1.26, -2.17, -1.69], [-3.36, 3.13, -3.49], [-3.94, 5.86, -1.45], [-3.21, 4.19, 0.30], [-3.59, 0.26, -3.52], [-1.33, -0.89, -4.79], [-0.47, -3.19, -5.35], [-0.51, -4.93, -3.67], [-0.48, -5.46, -1.23], [-1.96, -4.93, 0.90], [-2.57, -2.70, 1.24], [-3.43, 2.82, -4.54], [5.06, 3.73, 4.25], [4.01, 3.24, 4.68], [3.40, 3.13, 5.76], [3.06, 2.57, 3.60], [3.49, 2.17, 2.29], [2.61, 1.57, 1.40], [1.38, 1.12, 1.80], [0.94, 1.55, 2.99], [1.71, 2.36, 3.87], [-0.46, 1.12, 3.31], [-0.82, 1.20, 4.50], [-1.11, 0.59, 2.32], [4.49, 2.34, 1.93], [2.95, 1.27, 0.38], [1.20, 2.88, 4.75], [0.46, 2.81, -1.20], [0.77, 2.38, -2.60], [1.47, 1.06, -2.52], [2.11, 0.66, -3.49], [1.42, 0.46, -1.40], [-0.14, 3.69, -1.25], [1.30, 3.00, -0.70], [1.30, 3.24, -3.11], [-0.24, 2.23, -3.07], [3.54, -2.69, 0.67], [2.20, -1.83, 0.03], [1.20, -1.70, 0.86], [1.33, -2.42, 2.03], [0.39, -2.69, 3.03], [0.68, -3.69, 3.91], [1.93, -4.24, 4.02], [2.99, -3.81, 3.22], [2.71, -2.92, 2.17], [2.30, -1.44, -1.00], [-0.57, -2.14, 2.99], [-0.07, -3.91, 4.63], [2.03, -5.01, 4.78], [4.00, -4.23, 3.33]], "e_lumo_ev": [0.7, 0.7], "total_charge": -1, "e_homo_ev": [-4.9583, -4.9582], "orbital_gap_ev": [5.6139, 5.6168], "multiplicity": 4, "relative_energy_kcal_mol": 44.7}

***

No. 5
{"formula": "C32H22Cl5N8PbS2", "method": "wB97M-V/def2-TZVPD", "symbols": ["Pb", "N", "C", "S", "N", "N", "C", "C", "C", "C", "C", "C", "C", "C", "C", "C", "C", "C", "N", "H", "H", "H", "H", "H", "H", "H", "H", "H", "H", "H", "S", "C", "N", "N", "C", "C", "C", "C", "C", "C", "N", "N", "C", "C", "C", "C", "C", "C", "H", "H", "H", "H", "H", "H", "H", "H", "H", "H", "H", "Cl", "C", "C", "C", "Cl", "C", "Cl", "C", "Cl", "C", "Cl"], "positions_angstrom": [[-1.04, 0.66, 0.85], [1.34, 2.54, -3.22], [0.78, 1.85, -2.21], [0.37, 2.88, -0.78], [0.63, 0.58, -2.35], [-0.12, -0.11, -1.42], [-0.16, -1.38, -1.61], [0.61, -2.09, -2.66], [0.27, -1.98, -4.01], [0.99, -2.68, -4.96], [2.06, -3.48, -4.58], [2.40, -3.58, -3.24], [1.68, -2.89, -2.28], [-1.09, -2.19, -0.77], [-1.29, -3.54, -1.02], [-2.22, -4.24, -0.26], [-2.92, -3.58, 0.73], [-2.66, -2.24, 0.93], [-1.78, -1.57, 0.19], [1.50, 3.52, -3.14], [1.61, 2.05, -4.06], [-0.56, -1.34, -4.30], [0.72, -2.60, -6.00], [2.62, -4.02, -5.32], [3.23, -4.21, -2.93], [1.94, -2.98, -1.23], [-0.73, -4.03, -1.81], [-2.39, -5.29, -0.45], [-3.66, -4.09, 1.34], [-3.19, -1.67, 1.69], [2.29, 3.05, 0.01], [2.18, 1.87, 1.33], [2.76, 0.72, 1.32], [3.48, 0.33, 0.31], [4.01, -0.97, 0.24], [4.73, -1.31, -0.90], [5.27, -2.58, -1.01], [5.10, -3.51, 0.01], [4.38, -3.16, 1.14], [3.84, -1.89, 1.27], [1.34, 2.11, 2.44], [0.58, 3.08, 2.28], [-0.35, 3.30, 3.34], [-0.23, 2.73, 4.61], [-1.21, 2.98, 5.55], [-2.30, 3.79, 5.23], [-2.41, 4.35, 3.97], [-1.42, 4.12, 3.03], [3.57, 0.95, -0.49], [4.86, -0.59, -1.70], [5.84, -2.85, -1.89], [5.53, -4.50, -0.08], [4.25, -3.87, 1.94], [3.29, -1.60, 2.15], [0.62, 2.11, 4.84], [-1.13, 2.56, 6.54], [-3.07, 3.97, 5.97], [-3.25, 4.99, 3.73], [-1.46, 4.56, 2.04], [-3.50, 0.88, 2.81], [-3.94, 1.72, 1.33], [-3.06, 1.65, 0.27], [-3.46, 2.27, -0.91], [-2.39, 2.22, -2.28], [-4.68, 2.93, -1.03], [-5.14, 3.66, -2.51], [-5.52, 2.99, 0.08], [-7.02, 3.82, -0.03], [-5.15, 2.38, 1.28], [-6.19, 2.45, 2.65]], "e_lumo_ev": -3.5, "total_charge": 1, "e_homo_ev": -10.4278, "orbital_gap_ev": 6.8839, "relative_energy_kcal_mol": 0.0}

***

No. 6
{"formula": "C32H22ClIrN3O2S3", "method": "wB97M-V/def2-TZVPD", "symbols": ["Ir", "Cl", "C", "C", "C", "C", "O", "C", "C", "O", "C", "H", "H", "H", "H", "S", "C", "C", "C", "C", "N", "C", "C", "C", "S", "C", "N", "H", "H", "C", "C", "C", "C", "C", "C", "C", "C", "S", "C", "N", "C", "C", "C", "C", "C", "C", "C", "C", "H", "H", "H", "H", "H", "H", "H", "H", "H", "H", "H", "H", "H", "H", "H", "H"], "positions_angstrom": [[0.53, -0.80, -0.56], [6.89, 2.93, -1.33], [5.33, 2.30, -0.92], [4.88, 2.38, 0.39], [3.64, 1.87, 0.72], [2.80, 1.25, -0.22], [1.64, 0.84, 0.16], [3.29, 1.16, -1.58], [2.54, 0.55, -2.62], [1.47, -0.09, -2.53], [4.55, 1.71, -1.89], [5.50, 2.85, 1.14], [3.29, 1.94, 1.74], [2.99, 0.63, -3.63], [4.91, 1.64, -2.91], [-1.59, 0.24, -1.16], [-2.56, -1.09, -1.69], [-3.87, -0.84, -2.07], [-4.72, -1.87, -2.47], [-6.01, -1.55, -2.91], [-7.06, -1.25, -3.28], [-4.24, -3.21, -2.47], [-2.93, -3.45, -2.09], [-2.06, -2.42, -1.74], [-0.40, -2.81, -1.45], [-5.03, -4.27, -2.91], [-5.64, -5.17, -3.31], [-4.23, 0.18, -2.07], [-2.55, -4.46, -2.08], [-5.25, 0.61, 1.05], [-5.56, -0.65, 1.84], [-6.61, -1.46, 1.06], [-6.13, -0.23, 3.21], [-4.33, -1.52, 2.07], [-4.48, -2.72, 2.79], [-3.41, -3.55, 3.05], [-2.17, -3.20, 2.56], [-0.66, -4.04, 2.75], [0.11, -2.79, 1.79], [-0.70, -1.84, 1.39], [-1.98, -2.02, 1.81], [-3.08, -1.18, 1.59], [1.48, -2.84, 1.41], [2.41, -3.65, 2.07], [3.74, -3.63, 1.69], [4.15, -2.83, 0.64], [3.22, -2.05, -0.05], [1.90, -2.03, 0.33], [-6.16, 1.18, 0.90], [-4.85, 0.36, 0.07], [-4.53, 1.24, 1.57], [-7.49, -0.85, 0.87], [-6.93, -2.34, 1.61], [-6.20, -1.78, 0.11], [-7.00, 0.41, 3.07], [-5.38, 0.33, 3.76], [-6.43, -1.09, 3.80], [-5.45, -3.00, 3.16], [-3.54, -4.46, 3.61], [-2.91, -0.26, 1.05], [2.07, -4.27, 2.88], [4.46, -4.24, 2.22], [5.19, -2.80, 0.33], [3.57, -1.46, -0.89]], "e_lumo_ev": 1.7, "total_charge": -1, "e_homo_ev": -4.4187, "orbital_gap_ev": 6.0928, "relative_energy_kcal_mol": 14.9}

***

No. 7
{"formula": "C32H22ClIrN3O2S3", "method": "wB97M-V/def2-TZVPD", "symbols": ["Ir", "Cl", "C", "C", "C", "C", "O", "C", "C", "O", "C", "H", "H", "H", "H", "S", "C", "C", "C", "C", "N", "C", "C", "C", "S", "C", "N", "H", "H", "C", "C", "C", "C", "C", "C", "C", "C", "S", "C", "N", "C", "C", "C", "C", "C", "C", "C", "C", "H", "H", "H", "H", "H", "H", "H", "H", "H", "H", "H", "H", "H", "H", "H", "H"], "positions_angstrom": [[0.16, -0.38, -0.07], [6.93, 2.21, 0.35], [5.49, 1.32, -0.07], [5.54, -0.09, -0.11], [4.43, -0.82, -0.44], [3.18, -0.18, -0.71], [2.14, -0.89, -0.97], [3.17, 1.24, -0.68], [1.99, 1.95, -1.02], [0.89, 1.47, -1.31], [4.33, 1.97, -0.35], [6.47, -0.59, 0.13], [4.45, -1.90, -0.46], [2.08, 3.05, -1.02], [4.29, 3.05, -0.33], [0.78, 0.55, 2.06], [2.11, -0.51, 2.47], [3.16, -0.01, 3.25], [4.26, -0.78, 3.56], [5.32, -0.23, 4.36], [6.16, 0.22, 5.01], [4.32, -2.11, 3.09], [3.27, -2.62, 2.35], [2.14, -1.85, 2.04], [0.84, -2.53, 1.13], [5.49, -2.93, 3.33], [6.41, -3.58, 3.52], [3.11, 1.01, 3.60], [3.33, -3.63, 1.98], [-0.51, 7.52, 0.56], [0.00, 6.08, 0.41], [0.83, 5.74, 1.65], [0.90, 6.02, -0.84], [-1.14, 5.08, 0.23], [-2.47, 5.49, -0.01], [-3.49, 4.57, -0.21], [-3.18, 3.22, -0.16], [-4.21, 1.83, -0.34], [-2.82, 0.79, -0.08], [-1.71, 1.41, 0.12], [-1.87, 2.79, 0.07], [-0.86, 3.72, 0.28], [-2.91, -0.67, -0.18], [-4.15, -1.31, -0.16], [-4.24, -2.67, -0.34], [-3.06, -3.40, -0.54], [-1.83, -2.76, -0.52], [-1.71, -1.38, -0.33], [0.34, 8.18, 0.72], [-1.18, 7.62, 1.41], [-1.03, 7.86, -0.34], [1.64, 6.46, 1.77], [1.28, 4.75, 1.58], [0.20, 5.76, 2.55], [1.77, 6.67, -0.71], [0.36, 6.35, -1.73], [1.25, 5.01, -1.02], [-2.71, 6.54, -0.04], [-4.50, 4.91, -0.38], [0.14, 3.36, 0.48], [-5.05, -0.73, 0.01], [-5.20, -3.17, -0.32], [-3.11, -4.47, -0.71], [-0.94, -3.36, -0.66]], "e_lumo_ev": [2.1, 1.1], "total_charge": -1, "e_homo_ev": [-4.0344, -4.9790], "orbital_gap_ev": [6.1559, 6.0781], "multiplicity": 5, "relative_energy_kcal_mol": 13.4}

***

Calculated values (eV Å⁻¹) of max |F| for the records, taken in order: 1.02, 1.52, 1.82, 3.81, 0.27, 2.85, 0.85.
Calculated values (Ha) of total energy for the records, taken in order: -3826.0689, -5112.9591, -3154.8706, -5566.9760, -4960.6249, -3306.6135, -3306.5153.